C45H42N13O4PS2V | ωB97M-V with the def2-TZVPD basis set

Summary:
- multiplicity = 3
- total charge = +1
- ⟨S²⟩ = 2.020
- Kohn-Sham gap (alpha / beta) (eV) = 7.01 / 6.69
- E_HOMO (alpha / beta) (Eh) = -0.38481 / -0.38590
- ΔE to the lowest compared entry with this formula, charge and spin (kcal per mole) = 0.0

Structure (XYZ):
```
108
C45H42N13O4PS2V (ωB97M-V with the def2-TZVPD basis set)
V 0.558 0.734 -0.151
C 1.025 4.889 1.342
C 1.296 3.640 0.809
N 0.362 2.697 0.788
C -0.840 2.982 1.298
C -1.082 4.235 1.851
N -0.160 5.185 1.867
C -1.799 1.858 1.292
C -3.107 1.921 1.730
C -3.855 0.745 1.774
C -3.227 -0.455 1.452
C -1.909 -0.433 1.037
N -1.253 0.715 0.882
C -1.051 -1.619 0.857
C -1.448 -2.919 1.112
N -0.607 -3.944 1.030
C 0.642 -3.665 0.695
C 1.068 -2.363 0.450
N 0.222 -1.348 0.524
C -5.271 0.765 2.201
C -5.688 1.539 3.277
C -7.028 1.517 3.632
N -7.946 0.799 2.991
C -7.541 0.063 1.960
C -6.223 0.006 1.531
H 1.783 5.663 1.355
H 2.268 3.378 0.411
H -2.038 4.473 2.298
H -3.553 2.859 2.029
H -3.759 -1.388 1.565
H -2.465 -3.146 1.406
H 1.336 -4.492 0.620
H 2.092 -2.138 0.192
H -4.982 2.125 3.852
H -7.379 2.100 4.475
H -8.307 -0.508 1.449
H -5.955 -0.596 0.672
N 3.959 0.757 -2.754
C 3.463 0.424 -1.566
N 2.290 1.009 -1.422
C 2.120 1.687 -2.589
N 3.115 1.562 -3.430
C 0.886 2.436 -2.797
C 0.631 3.209 -3.919
N -0.519 3.854 -4.067
C -1.409 3.721 -3.093
C -1.163 2.947 -1.965
N -0.011 2.305 -1.814
H 4.825 0.465 -3.177
H 3.948 -0.223 -0.855
H 1.373 3.300 -4.703
H -2.354 4.236 -3.208
H -1.915 2.824 -1.199
O -2.402 0.424 -1.855
C -1.532 -0.333 -2.260
N -1.687 -1.291 -3.211
C -0.477 -2.055 -3.440
C 0.473 -1.317 -2.472
O 1.646 -1.612 -2.310
N -0.210 -0.350 -1.809
C -0.581 -3.493 -2.939
C -1.721 -3.962 -2.299
C -1.771 -5.265 -1.817
C -0.679 -6.103 -1.961
C 0.466 -5.637 -2.596
C 0.516 -4.342 -3.084
C -0.025 -1.947 -4.889
C -0.494 -2.857 -5.829
C -0.167 -2.714 -7.170
C 0.637 -1.662 -7.582
C 1.112 -0.753 -6.649
C 0.781 -0.894 -5.309
H -2.526 -1.369 -3.758
H -2.577 -3.311 -2.176
H -2.667 -5.621 -1.325
H -0.719 -7.116 -1.584
H 1.322 -6.289 -2.718
H 1.407 -3.980 -3.580
H -1.110 -3.690 -5.511
H -0.538 -3.429 -7.892
H 0.896 -1.554 -8.627
H 1.746 0.067 -6.961
H 1.169 -0.182 -4.591
C 4.829 -0.859 3.842
C 3.503 -0.901 4.575
C 2.667 -2.112 4.212
O 2.825 0.374 4.359
P 1.615 0.752 3.408
S -0.067 -0.123 3.788
S 2.378 0.547 1.495
O 1.467 2.315 3.673
C 2.415 3.282 4.217
C 2.498 3.152 5.725
C 3.767 3.237 3.532
H 5.409 -1.751 4.082
H 5.408 0.015 4.139
H 4.667 -0.826 2.764
H 3.680 -0.902 5.651
H 2.449 -2.131 3.143
H 1.727 -2.132 4.760
H 3.240 -3.006 4.463
H 1.928 4.230 3.978
H 3.014 2.238 6.013
H 1.499 3.145 6.160
H 3.045 4.005 6.129
H 4.297 2.315 3.765
H 4.367 4.078 3.883
H 3.667 3.310 2.450
```

---

C5H13NO | ωB97M-V with the def2-TZVPD basis set

Summary:
- Kohn-Sham gap (eV) = 10.34
- SMILES = C=NCCCC.O
- E_HOMO (Eh) = -0.34778
- ΔE to the lowest compared entry with this formula, charge and spin (kcal per mole) = 40.2

Structure (XYZ):
```
20
C5H13NO (ωB97M-V with the def2-TZVPD basis set)
C 1.131 -1.654 -0.741
N 1.471 -0.444 -0.800
C 0.546 0.654 -0.590
C -0.921 0.560 -0.963
C -1.796 -0.471 -0.202
C -1.512 -0.599 1.293
H 1.934 -2.327 -0.977
H 0.150 -2.022 -0.446
H 0.577 0.924 0.479
H 1.026 1.554 -0.970
H -1.006 0.338 -2.030
H -1.415 1.519 -0.836
H -1.666 -1.446 -0.684
H -2.831 -0.193 -0.371
H -2.375 -0.776 1.928
H -0.809 -1.411 1.506
H -1.053 0.297 1.703
O 2.878 2.154 0.701
H 3.068 1.266 0.383
H 2.602 2.077 1.618
```

---

Repeat the second record exactly.
C5H13NO | ωB97M-V with the def2-TZVPD basis set

Summary:
- Kohn-Sham gap (eV) = 10.34
- SMILES = C=NCCCC.O
- E_HOMO (Eh) = -0.34778
- ΔE to the lowest compared entry with this formula, charge and spin (kcal per mole) = 40.2

Structure (XYZ):
```
20
C5H13NO (ωB97M-V with the def2-TZVPD basis set)
C 1.131 -1.654 -0.741
N 1.471 -0.444 -0.800
C 0.546 0.654 -0.590
C -0.921 0.560 -0.963
C -1.796 -0.471 -0.202
C -1.512 -0.599 1.293
H 1.934 -2.327 -0.977
H 0.150 -2.022 -0.446
H 0.577 0.924 0.479
H 1.026 1.554 -0.970
H -1.006 0.338 -2.030
H -1.415 1.519 -0.836
H -1.666 -1.446 -0.684
H -2.831 -0.193 -0.371
H -2.375 -0.776 1.928
H -0.809 -1.411 1.506
H -1.053 0.297 1.703
O 2.878 2.154 0.701
H 3.068 1.266 0.383
H 2.602 2.077 1.618
```

---

What did the second record say?
C5H13NO | ωB97M-V with the def2-TZVPD basis set

Summary:
- Kohn-Sham gap (eV) = 10.34
- SMILES = C=NCCCC.O
- E_HOMO (Eh) = -0.34778
- ΔE to the lowest compared entry with this formula, charge and spin (kcal per mole) = 40.2

Structure (XYZ):
```
20
C5H13NO (ωB97M-V with the def2-TZVPD basis set)
C 1.131 -1.654 -0.741
N 1.471 -0.444 -0.800
C 0.546 0.654 -0.590
C -0.921 0.560 -0.963
C -1.796 -0.471 -0.202
C -1.512 -0.599 1.293
H 1.934 -2.327 -0.977
H 0.150 -2.022 -0.446
H 0.577 0.924 0.479
H 1.026 1.554 -0.970
H -1.006 0.338 -2.030
H -1.415 1.519 -0.836
H -1.666 -1.446 -0.684
H -2.831 -0.193 -0.371
H -2.375 -0.776 1.928
H -0.809 -1.411 1.506
H -1.053 0.297 1.703
O 2.878 2.154 0.701
H 3.068 1.266 0.383
H 2.602 2.077 1.618
```